(1)
Formula: C9H8Cl2Si
Source: OMol25
Level of theory: ωB97M-V/def2-TZVPD

Geometry as XYZ:
```
20
Properties=species:S:1:pos:R:3:forces:R:3:mulliken_charge:R:1
Cl -2.8346 -0.8129 -0.0974 -1.7 1.5 0.3 0.0299
C 0.0462 0.3211 0.3270 -2.3 0.1 -0.3 0.7108
H -2.7105 2.0454 -2.1164 1.5 -0.2 -0.1 0.2785
H 3.3555 -1.2324 1.3314 0.9 0.3 0.4 0.3808
H 0.9889 2.1812 0.8859 -0.8 0.8 0.1 0.3391
Si -1.6971 0.9811 -0.1219 1.0 -0.5 -0.2 0.6321
C 2.2458 0.6301 1.2946 -0.2 0.7 -0.7 -0.7791
C -1.6746 1.6495 -1.8830 -1.1 0.8 2.1 -0.8432
C -2.0038 -2.3965 -0.5925 4.1 0.4 0.8 -0.5189
C 0.2707 -1.0549 0.1546 -0.8 -1.2 0.8 0.9244
C 1.4774 -1.5674 0.6031 2.2 0.0 -0.6 -0.9599
C 1.0211 1.1187 0.8579 1.2 0.4 0.3 -0.3871
H -0.8604 2.4234 -1.7859 -0.8 -0.8 -0.9 0.2961
H 3.0017 1.3565 1.5837 0.0 -0.4 0.2 0.3544
C -0.6535 -2.1173 -0.3003 -2.5 -1.2 -1.5 -0.5190
H 1.8793 -2.6135 0.4022 -1.3 1.3 0.4 0.1995
C 2.4600 -0.6987 1.1029 -0.3 -2.0 0.1 -0.3331
H -1.4570 0.7240 -2.4034 0.4 0.2 -0.7 0.2881
Cl -2.7645 2.0760 1.2681 0.5 0.0 -0.3 -0.2685
H -0.0905 -3.0132 -0.5106 0.2 -0.4 -0.1 0.1753
```
Positions in Å, forces in eV/Å.

The value obtained for the molar mass is 215.2 g mol⁻¹. Its electronic energy is -42383.4840 eV. As for the HOMO-LUMO gap: 0.321 Eh. Its LUMO energy is 0.4 eV.


(2)
Formula: C62H53AsF9GeN5OPS5Ti
Source: OMol25
Level of theory: ωB97M-V/def2-TZVPD

Geometry as XYZ:
```
139
Properties=species:S:1:pos:R:3:forces:R:3:mulliken_charge:R:1
H 4.1860 -7.1097 3.6850 0.0 -0.1 0.0 0.4005
S -1.5024 2.3419 4.4017 0.5 0.1 0.2 -0.5653
C 0.6408 6.0190 -4.1239 0.1 -0.2 -0.2 -0.9479
C 3.2834 -3.8455 3.2491 0.3 -0.2 -0.2 0.7807
C -5.1390 -4.0076 -1.2273 -0.1 -0.7 0.0 0.7363
C 2.6823 -0.7123 5.0705 0.0 -0.2 -0.7 0.9256
H 2.1184 -7.0971 5.0256 0.0 -0.1 0.0 0.3775
C -6.3694 3.2331 -2.6843 0.4 -0.1 0.2 0.3763
F 1.8598 1.2268 -7.2778 0.1 -0.1 0.3 -0.2833
N 2.2726 0.6193 -0.8523 -0.5 0.2 -0.1 0.5360
H 0.5268 -4.3800 -2.3794 -0.1 0.0 0.0 0.5682
S -3.1362 -0.0794 2.7500 0.0 -0.6 -0.3 -0.6595
H -6.1926 3.9767 -0.6784 0.0 0.0 0.1 0.4860
C -3.7910 -0.5311 -0.6696 0.2 0.3 -0.3 -1.7387
F -5.8236 -4.4332 -2.3193 0.0 0.2 -0.2 -0.3118
As -1.4712 1.2447 2.5889 -0.5 0.9 -0.1 0.7895
H 1.8401 -5.0969 -0.3763 0.0 -0.1 0.0 0.4791
H 3.7152 1.2951 1.9035 0.0 -0.1 0.1 0.0349
C -1.5995 2.5230 -4.3678 -0.1 -0.2 0.2 -0.5413
C 0.9006 4.2759 1.9854 0.1 -0.1 0.2 -0.0638
C 4.8611 -2.7122 1.8242 -0.7 0.6 0.3 -0.4057
C -0.9261 2.6432 -5.5642 0.2 -0.2 -0.3 -1.1029
H 0.5903 -0.2559 4.9148 0.0 0.1 0.0 0.2816
C -1.0781 -3.1968 1.7582 0.0 0.0 0.1 0.8606
C 0.4119 -3.8531 -1.4264 0.1 0.0 0.1 -0.7997
C -5.7679 2.4782 -3.6967 -0.3 0.3 0.2 -1.2804
F -6.0224 -4.0133 -0.2202 0.0 0.3 0.2 -0.2970
H -3.7911 0.2272 0.1030 0.1 0.0 0.2 0.5753
C -2.4309 -3.6855 2.2651 0.2 0.0 -0.1 -1.4172
Ge 2.9364 -0.8775 3.0934 0.1 0.9 -0.2 1.1315
F -0.0097 0.9093 -8.2773 -0.2 -0.1 0.1 -0.3088
C 1.6776 -4.0425 -0.5922 -0.1 -0.2 -0.1 -0.8270
H -4.0639 1.3452 -4.2729 0.0 0.0 -0.1 0.5107
H 0.8275 6.1847 2.9095 0.0 0.0 0.0 0.4878
H 1.6010 -3.5198 0.3581 0.2 0.0 0.1 0.0202
H 0.7056 -0.3270 -5.5510 0.1 -0.1 0.0 0.4105
C -0.6071 0.3681 -4.0142 -0.2 0.1 0.0 -0.3332
C 5.5490 -3.9048 1.6083 0.2 -0.9 0.1 -0.9606
H 1.6514 1.4468 3.4645 -0.1 0.3 -0.2 0.4065
H 4.3065 -2.0569 -1.0356 0.0 -0.1 0.1 0.4728
C -3.0795 -0.3099 -1.8529 0.0 -0.5 0.0 1.5148
C 3.7518 -0.8625 5.9441 0.1 -0.1 -0.2 -0.4753
H 0.7456 -5.0489 5.1619 -0.1 0.1 0.0 0.4956
H -2.2100 3.3408 -4.0133 0.0 0.1 0.0 0.5125
H 1.2093 4.0138 -4.6738 0.0 0.0 -0.1 0.7040
C 0.0948 -2.3896 -1.7032 0.0 0.5 0.4 -0.3767
C 0.2781 6.8842 -3.0808 -0.1 0.3 0.2 -0.7390
C 0.4281 5.0908 -1.5311 0.1 -0.5 -0.5 -0.2916
C 2.7916 0.0574 -3.1587 0.2 -0.4 0.0 -0.7289
F -4.2741 -5.0243 -0.9595 0.2 0.2 0.0 -0.2640
H -1.8861 -2.6511 -0.1762 0.0 -0.1 -0.2 0.6352
H -1.8749 -1.3568 1.0223 0.1 0.1 0.1 -0.7071
C 2.4409 -6.1984 4.5170 0.6 -0.4 -0.3 -0.6136
C 3.6996 -1.2458 -1.4044 0.1 0.0 0.1 -0.9000
C 0.1832 6.4363 -1.7794 0.0 0.1 0.0 -0.2289
S 0.1925 -1.4598 -0.0939 -0.6 -2.5 -1.2 0.6210
H 5.2090 -1.8145 1.3325 0.1 0.1 0.0 0.2618
C 0.0492 0.4645 -5.2204 0.0 0.2 -0.3 -0.9080
C -4.4661 2.8656 -1.2733 0.5 -0.2 -0.1 -0.0749
C 3.7567 -2.6504 2.6503 0.1 0.7 -0.2 0.6487
S -1.7151 2.5836 0.8563 0.1 0.1 -0.1 -0.4890
C -3.7628 -2.4861 -2.6313 -0.3 -0.3 0.3 -0.8110
H -3.0119 -2.8340 2.6118 -0.1 0.1 0.1 0.1893
H 5.7246 -5.9710 2.1429 0.0 -0.1 0.0 0.3852
H 2.5482 -3.6594 -1.1166 0.1 0.1 0.0 0.2768
S 0.9524 -0.4237 2.1959 1.0 -0.2 1.4 -0.6538
H -0.8941 -2.2673 -2.1413 0.0 0.0 0.0 -0.3685
H 6.4062 -3.9128 0.9460 0.0 0.0 0.0 0.4173
H -0.5523 -2.6924 2.5712 0.0 0.0 -0.1 -0.4886
H -2.9819 -4.1850 1.4713 -0.1 -0.1 -0.1 0.2378
H 2.6576 0.3307 -4.1916 0.0 0.1 -0.1 0.8076
O -0.3026 -0.0622 -0.4174 -0.1 1.0 -0.3 1.1161
C 0.7626 4.2119 -2.5867 -0.2 0.1 0.8 0.6093
H -3.9606 3.0018 -0.3272 0.1 0.0 0.0 0.2815
H -2.3010 -4.3838 3.0863 0.0 -0.1 0.2 0.4559
C -7.7173 3.8119 -2.9314 -0.8 0.2 -0.3 0.7538
H 1.4916 -2.9845 4.0533 -0.1 0.0 0.1 0.0913
F -8.1559 4.6318 -1.9635 0.2 0.0 0.3 -0.2969
C 1.5173 4.6900 4.2934 0.0 -0.1 -0.2 -0.6814
C 1.7819 3.3219 4.4067 0.1 0.1 -0.2 -1.0316
F -7.7905 4.5386 -4.0755 0.3 -0.1 -0.1 -0.2792
H 4.0662 -1.6172 -3.5071 0.0 0.0 -0.1 0.3706
C 0.8945 4.6847 -3.8880 0.1 0.1 -0.2 0.2804
C 1.0434 2.9374 -1.9837 0.5 0.1 -0.8 -1.1080
H 4.4052 -0.8347 7.9846 0.0 0.0 0.0 0.3717
Ti 0.4478 1.5703 0.6241 -1.0 -1.7 1.5 -0.5964
H -0.4691 -4.0417 1.4256 0.1 0.0 0.0 0.1786
F -8.6863 2.8719 -3.0712 0.2 -0.2 0.0 -0.2771
C 4.2060 0.6272 2.6151 -0.4 -0.6 0.0 -1.2502
C -4.5215 1.9364 -3.4926 0.1 0.1 0.2 -0.3498
C 5.1625 -5.0533 2.2584 0.3 0.4 -0.3 -1.0061
H -0.4313 -4.3044 -0.9004 -0.1 -0.1 -0.1 0.1524
P -2.2283 1.3103 -1.9336 -0.3 0.2 -0.5 0.8690
N 0.5503 4.8895 0.8597 -0.4 0.2 -0.6 -0.4367
H 0.2757 0.0627 7.3127 -0.1 0.1 0.0 0.4760
H 1.6433 5.3544 5.1367 0.0 0.1 0.0 0.3630
C 3.0250 -0.4284 -0.5235 0.6 -0.4 0.3 0.6442
C 1.2529 -0.2061 6.9425 0.0 0.0 0.2 -0.9533
C 3.5656 -0.9966 -2.7766 -0.1 0.1 0.1 -1.1967
H 5.1245 0.2637 2.1656 0.2 -0.1 -0.1 0.6718
C 4.0257 -5.0495 3.0911 -0.2 0.2 0.1 1.0016
C 2.3198 -0.3782 7.8063 0.0 0.1 0.2 -0.5125
N 1.1281 2.9233 2.1108 0.1 0.7 0.1 1.0703
N 1.5454 1.9475 -2.6992 -0.1 0.0 -0.3 0.0975
H -0.4255 -0.4790 -3.3743 0.0 -0.1 0.0 -0.0340
H 0.7336 6.4172 -5.1278 0.0 0.0 0.0 0.4221
C 2.1601 0.8884 -2.1913 0.1 0.3 0.1 0.0333
C -1.3107 -2.2081 0.6320 0.5 0.0 0.1 0.1681
H 0.8499 -1.9449 -2.3511 0.1 0.1 0.0 0.3743
C 3.5704 -0.7039 7.3062 0.2 0.0 0.2 -0.7268
H -1.0116 3.5471 -6.1485 0.0 0.1 0.0 0.3580
H -4.9679 -1.8772 0.4890 -0.1 0.0 0.1 0.4009
C -4.4647 -1.7120 -0.4498 -0.1 -0.5 -0.4 -0.5884
H 2.1105 2.8774 5.3336 -0.1 -0.1 0.0 0.4631
H -6.2855 2.3270 -4.6328 -0.1 0.0 -0.1 0.3857
H 4.4524 1.1888 3.5130 0.0 0.0 0.1 0.5166
H 0.0907 7.9275 -3.3065 0.0 0.0 0.0 0.3764
C 0.5478 4.3192 -0.3252 0.3 0.7 0.6 -0.5841
N 0.8852 3.0210 -0.6274 -0.2 1.0 -0.1 1.0136
F 0.6448 2.9075 -7.8490 -0.1 0.3 0.2 -0.2961
C 2.0901 -3.8829 3.9909 -0.4 -0.2 0.4 -0.5453
C 3.5921 -6.2082 3.7669 -0.3 -0.2 0.3 -0.8926
C -5.7180 3.4096 -1.4649 -0.7 0.2 -0.5 -0.8335
H 4.7297 -1.1204 5.5507 0.1 0.0 0.1 0.3535
H -0.0598 7.1057 -0.9672 0.0 0.0 0.1 0.5412
C -3.8407 2.1379 -2.2868 -0.3 0.3 0.0 0.5540
H 3.1090 -0.6521 0.5358 -0.1 0.1 -0.1 -0.7910
C -1.4900 1.3640 -3.5958 0.0 0.0 -0.2 0.1514
H -3.7570 -3.2576 -3.3888 0.0 0.0 -0.1 0.4355
C 1.6715 -5.0373 4.6063 -0.1 0.7 -0.1 -1.1407
C -3.0860 -1.3009 -2.8383 0.0 0.2 0.2 -0.5886
C 1.4370 -0.3782 5.5839 -0.3 -0.1 -0.3 0.0834
C 0.5878 1.6734 -7.3192 0.1 -0.2 -0.6 0.8261
C -0.1182 1.6001 -6.0087 0.0 0.0 0.2 0.4373
C 1.0699 5.1488 3.0903 0.0 -0.1 0.2 -0.7082
C 1.5365 2.5153 3.3250 0.5 -0.3 1.0 -0.6812
H -2.5643 -1.1527 -3.7721 0.0 0.0 -0.1 0.5813
H 2.1803 -0.2498 8.8710 0.0 0.0 0.1 0.3651
C -4.4532 -2.7008 -1.4376 0.1 0.4 0.1 0.2975
```
Positions in Å, forces in eV/Å.

The value obtained for the molar mass is 1441.8 g mol⁻¹. Its electronic energy is -303053.4527 eV. The spin multiplicity is 2. As for the HOMO-LUMO gap (alpha / beta): 0.161 / 0.188 Eh. Its charge is -2. Its LUMO energy (alpha / beta) is 3.6 / 3.6 eV.


(3)
Formula: C13H26ClO10PS
Source: OMol25
Level of theory: ωB97M-V/def2-TZVPD

Geometry as XYZ:
```
52
Properties=species:S:1:pos:R:3:forces:R:3:mulliken_charge:R:1
H 4.9645 -0.3439 -2.6622 0.2 -0.1 0.1 0.3469
H 3.8442 2.1569 3.9087 0.1 0.1 0.0 0.3135
H 4.8998 -3.6955 -4.4869 0.0 0.0 0.0 0.3150
H -5.6194 0.9760 0.9601 0.1 0.0 0.0 0.4294
C -0.4294 0.0477 0.2938 0.4 -0.9 0.3 -0.8199
C 1.7302 2.4079 4.1586 -0.1 0.0 0.0 0.8835
Cl -4.9055 -2.5769 -2.7531 0.3 0.2 0.0 -0.2215
C 2.1063 -1.0198 1.0366 0.3 -0.8 0.3 0.0593
H 0.4237 -0.3723 -1.6770 0.4 0.3 0.1 0.2936
O -2.1490 -1.9650 -2.0426 -1.2 0.5 -0.4 -0.4027
C -3.9275 -1.6644 -0.0400 -1.0 0.2 -0.6 -0.4629
O -3.4195 1.8481 -1.2572 0.7 -0.7 -0.1 -0.4110
H 5.9554 -3.3754 -3.0973 0.1 0.1 0.0 0.3084
P -1.8404 1.5403 -1.2516 0.1 1.6 -0.9 0.6226
H -0.0143 0.9762 0.6832 -0.1 0.2 -0.4 0.4799
H -5.8079 -0.7580 -0.3857 0.0 0.1 -0.2 0.4866
H -3.0820 -1.4300 0.5999 0.3 -0.1 -0.4 0.1493
H 3.5364 -0.7812 -1.7008 0.1 0.0 0.0 -0.1296
H 3.1267 1.1786 5.2025 0.0 0.0 0.0 0.2985
O 2.7871 -1.9681 1.2744 0.4 0.0 -0.1 -0.4775
C -4.6187 0.7184 0.6077 -0.3 0.4 -0.4 -0.8851
C -4.7717 -0.4218 -0.4225 0.0 -0.6 0.8 -0.9124
C -3.9748 2.0163 0.0520 0.3 -0.2 0.8 -0.4636
O -3.1236 -3.9579 -1.0540 -0.6 0.9 -0.3 -0.5821
C 5.2784 -2.9216 -3.8226 -0.2 -0.1 -0.1 -1.1602
H 5.8238 -2.1826 -4.4115 0.1 0.0 0.1 0.3103
H -3.1670 2.3217 0.7237 -0.1 0.1 0.0 0.2016
O 2.9809 -2.6059 -3.3063 0.0 0.0 0.0 -0.5390
H 2.1787 3.7886 2.5812 0.1 0.1 0.1 0.3141
H 1.6492 -0.4908 1.8869 -0.3 0.5 -0.5 0.4310
H -0.6244 -0.5963 1.1552 -0.1 0.1 0.0 0.3704
C 3.1087 2.1507 4.7147 -0.1 -0.2 0.1 -1.1405
C 1.5107 3.7164 3.4410 -0.2 -0.1 0.0 -1.1261
H 0.4815 3.7712 3.0932 0.0 0.0 0.0 0.2728
C 0.5300 -0.7099 -0.6490 -0.9 0.0 0.3 -0.1292
O -1.0401 2.6886 -0.8076 -0.1 -0.6 0.1 -0.6599
C 4.4560 -1.1561 -2.1385 -0.2 0.0 -0.1 -0.5623
H -4.5491 -2.3829 0.4938 0.1 -0.1 -0.1 0.4763
H 5.0984 -1.5366 -1.3424 0.1 0.1 -0.1 0.3189
H 0.2191 -1.7589 -0.6485 0.2 0.0 -0.1 0.3459
H -4.0762 0.4104 1.5019 0.1 -0.2 -0.2 0.3678
O -1.5091 1.1715 -2.7845 -0.5 -0.5 1.4 -0.5505
O 1.8902 -0.6020 -0.2399 -0.3 0.2 0.3 -0.3235
C 4.1235 -2.2620 -3.1080 -0.1 0.0 0.0 0.8485
H -1.6625 0.2214 -2.9135 -0.1 -0.1 -0.3 0.3713
H -4.5906 -0.1115 -1.4487 0.2 0.2 0.1 0.6320
S -3.3179 -2.5874 -1.4667 1.9 -1.6 1.3 0.9916
O -1.7070 0.2210 -0.3417 0.2 0.9 -0.4 0.0509
H 1.7015 4.5503 4.1181 0.1 0.0 -0.1 0.3906
O 0.8397 1.5975 4.2826 0.0 0.0 -0.1 -0.5600
H 3.3663 2.9190 5.4450 0.1 0.1 -0.1 0.3667
H -4.6834 2.8400 0.0455 -0.1 0.0 -0.4 0.4718
```
Positions in Å, forces in eV/Å.

The value obtained for the molar mass is 440.8 g mol⁻¹. Its electronic energy is -67025.6999 eV. As for the HOMO-LUMO gap: 0.339 Eh. Its LUMO energy is -0.1 eV.


(4)
Formula: C13H19BrRuSi
Source: OMol25
Level of theory: ωB97M-V/def2-TZVPD

Geometry as XYZ:
```
35
Properties=species:S:1:pos:R:3:forces:R:3:mulliken_charge:R:1
C -2.1710 0.3933 3.4078 -0.4 0.5 0.8 -1.3130
H -1.8938 1.4683 -1.5600 0.2 -0.2 0.3 0.4754
C -1.9029 0.5040 -1.0525 -0.3 -1.1 0.6 -0.3201
C -2.6362 -1.2929 0.2932 -0.1 1.0 -1.8 -0.8224
Ru -1.1072 -0.6982 1.4778 3.5 0.6 0.1 0.2851
H -0.9865 2.9602 1.5990 0.2 0.0 0.1 0.3028
C -1.5634 -1.7580 -0.6112 -1.8 0.8 -0.4 -0.8652
H -2.1412 0.7855 4.4389 -0.5 -0.3 0.0 0.4563
H -2.2997 -0.7028 3.4618 -0.1 0.3 0.3 0.4202
C 2.3255 1.1612 -0.0401 -1.9 2.0 -0.7 -0.0064
C 2.9161 0.1033 -0.7746 -1.0 -1.2 -3.2 -0.9558
C 2.3393 0.1270 -2.0714 2.4 -0.4 0.9 -0.2832
H -1.2134 -2.7906 -0.7227 -0.3 0.6 0.1 0.4922
H -0.8084 -0.8045 -2.5085 0.2 0.2 0.8 0.4776
H 0.7074 3.0267 2.1368 -0.2 0.0 0.0 0.2629
C -0.3190 2.8015 2.4538 -0.2 -0.2 -0.1 -1.0493
Si -0.4120 0.9874 2.9889 0.5 0.3 -0.2 0.6611
C -2.6910 0.1762 0.1185 0.0 -1.3 -1.2 -0.8272
C 1.5692 1.3256 -2.2095 -0.1 -0.5 1.2 -0.7211
H 1.8717 0.7260 3.8644 -0.2 0.0 0.1 0.3170
H -0.5888 3.5315 3.2313 0.1 -0.3 0.0 0.4414
H 2.4164 1.3002 1.0227 0.1 0.2 0.1 0.5102
H 0.9026 1.4159 5.1811 -0.2 0.0 -0.3 0.3959
C -1.2868 -0.6762 -1.5277 -0.2 -0.3 0.6 -0.1613
H 0.8410 2.7105 -0.6409 0.0 0.3 0.1 0.4250
H 1.0950 1.6652 -3.1174 -0.1 0.1 0.0 0.4530
C 0.8879 0.6914 4.3570 -0.3 -0.2 -0.4 -1.0819
H 2.6938 -0.4698 -2.9138 -0.3 0.0 0.4 0.4282
H -3.4148 0.8343 0.5725 0.0 0.0 0.0 0.6120
C 1.4983 1.9096 -0.9198 0.7 -0.4 1.1 -0.2804
H -3.3460 -1.8887 0.8226 -0.3 -0.3 0.2 0.7002
H -3.0071 0.8369 2.8586 0.2 0.0 0.3 0.3159
Br 0.9130 -1.8665 2.0452 0.3 -0.1 0.1 -0.4923
H 0.7743 -0.3134 4.7801 0.1 0.2 -0.1 0.3194
H 3.6245 -0.6233 -0.4179 0.0 -0.1 0.1 0.4279
```
Positions in Å, forces in eV/Å.

The value obtained for the molar mass is 384.4 g mol⁻¹. Its electronic energy is -94286.5798 eV. The spin multiplicity is 5. As for the HOMO-LUMO gap (alpha / beta): 0.259 / 0.229 Eh. Its LUMO energy (alpha / beta) is 0.0 / -1.6 eV.